C25H19CoN5O4Se | ωB97M-V/def2-TZVPD

```
55
Properties=species:S:1:pos:R:3:forces:R:3:lowdin_charge:R:1
Co 0.605 0.011 -0.297 0.295 -1.826 0.435 0.400
O -3.668 0.028 -2.353 0.054 -0.469 0.153 0.124
C -2.690 0.266 -1.465 0.246 0.842 -0.385 -0.460
O -2.219 1.362 -1.302 0.003 -0.365 0.066 0.131
C -2.313 -0.940 -0.669 0.828 0.104 0.522 -0.156
C -3.194 -1.987 -0.588 -0.081 -1.070 0.766 0.042
C -2.949 -3.031 0.334 -0.539 0.743 -0.945 -0.001
C -1.881 -2.918 1.179 0.924 0.405 0.463 0.034
C -0.996 -1.835 1.050 -2.121 0.390 -2.530 -0.126
N -1.162 -0.878 0.053 -0.908 -1.092 1.059 0.143
C 0.153 -1.571 1.847 3.326 1.122 1.261 -0.420
O 0.425 -2.238 2.977 -0.347 0.570 -0.914 0.182
O 0.947 -0.672 1.505 -1.322 -1.079 0.868 0.022
H -3.872 0.863 -2.794 0.027 0.175 -0.027 0.139
H -4.079 -1.981 -1.207 0.021 -0.055 -0.007 0.127
H -3.617 -3.878 0.398 -0.004 0.017 -0.018 0.122
H -1.704 -3.684 1.926 0.035 0.034 -0.050 0.129
H -0.250 -2.898 3.163 -0.048 -0.193 0.052 0.113
C -0.624 -2.581 -4.985 0.078 -0.052 0.186 -0.063
C -0.506 -1.249 -5.364 -0.047 0.062 -0.093 -0.073
C -0.152 -0.288 -4.440 0.063 0.170 0.274 -0.006
C 0.099 -0.652 -3.109 -0.235 -0.825 -1.021 -0.218
C 0.018 -1.997 -2.746 -0.006 0.426 0.383 -0.027
C -0.348 -2.950 -3.677 -0.155 -0.141 -0.230 -0.057
N 0.404 0.305 -2.130 0.051 1.482 -0.584 -0.019
N 0.515 1.493 -2.546 -0.296 -1.330 -0.826 0.148
C 0.709 2.406 -1.553 0.331 1.169 1.659 -0.305
C 0.943 3.750 -1.855 -0.115 -0.691 -0.483 0.024
C 1.095 4.646 -0.825 0.001 0.037 0.452 -0.044
C 1.026 4.182 0.487 0.112 0.278 -0.264 -0.030
C 0.832 2.834 0.711 -0.043 -0.101 0.050 -0.074
N 0.663 1.965 -0.279 -0.505 1.206 -0.238 0.045
H -0.923 -3.330 -5.707 0.030 0.013 -0.021 0.108
H -0.698 -0.961 -6.390 -0.001 0.026 0.018 0.106
H -0.068 0.753 -4.714 -0.015 -0.013 -0.096 0.107
H 0.252 -2.289 -1.732 0.239 -0.115 0.106 0.050
H -0.425 -3.987 -3.378 0.061 0.021 0.022 0.104
H 1.006 4.034 -2.896 -0.019 0.062 0.026 0.120
H 1.270 5.694 -1.027 -0.003 -0.004 -0.007 0.113
H 1.131 4.861 1.321 0.023 -0.038 0.017 0.110
H 0.810 2.427 1.715 -0.023 -0.020 -0.019 0.127
Se 2.779 -3.049 -0.310 -0.380 0.321 -0.041 0.572
C 2.337 -4.879 -0.075 -0.043 0.586 -0.006 -0.738
C 1.577 -5.561 -1.028 0.016 -0.271 0.181 -0.170
C 1.250 -6.893 -0.837 -0.047 -0.017 0.054 -0.122
C 1.677 -7.561 0.304 -0.085 -0.232 0.036 -0.131
C 2.427 -6.887 1.260 -0.006 0.048 -0.039 -0.118
C 2.757 -5.555 1.074 -0.133 -0.268 -0.067 -0.168
H 1.259 -5.040 -1.923 0.036 0.042 -0.003 0.065
H 0.651 -7.411 -1.575 0.023 -0.075 -0.051 0.090
H 1.433 -8.606 0.443 -0.033 -0.023 0.014 0.087
H 2.754 -7.398 2.157 0.025 -0.078 0.006 0.092
H 3.343 -5.024 1.813 0.000 0.033 -0.020 0.083
N 3.566 0.215 -0.824 -0.310 0.227 0.049 0.043
C 2.433 0.128 -0.604 1.026 -0.170 -0.193 -0.373
```
Positions in Å, forces in eV/Å.

E_HOMO (spin up / spin down) in eV: -5.61 / -5.31
Energy relative to the best compared isomer or geometry (same formula, charge and spin) in eV: 0.981
2S+1: 2
Gap between HOMO and LUMO (spin up / spin down) in eV: 3.7 / 3.2



C25H19F3N2O | ωB97M-V/def2-TZVPD

```
50
Properties=species:S:1:pos:R:3:forces:R:3:lowdin_charge:R:1
F -5.720 -3.145 8.879 0.042 0.102 -0.352 0.130
F -7.234 -2.449 7.513 -0.192 -0.585 -0.046 0.146
F -6.455 -4.540 7.400 -0.243 1.092 -0.102 0.118
C -1.744 -0.390 3.012 -0.441 -0.337 0.889 0.095
C -2.457 -0.925 3.840 0.874 0.622 -0.929 0.055
N -0.098 -0.618 1.255 -0.006 -1.207 -0.135 0.160
O 6.168 0.707 -2.111 0.489 -0.456 -0.450 -0.053
C -0.857 0.120 2.006 0.505 1.223 -0.920 -0.319
C 2.452 0.336 -5.336 1.275 -0.202 -0.182 -0.086
C 3.845 0.107 -5.380 -1.362 -0.378 1.121 -0.064
C -3.357 -1.064 6.076 -1.130 -0.541 1.407 -0.021
C -4.066 -2.652 4.383 -0.482 -0.412 0.600 -0.017
C 1.302 2.183 -1.473 -0.966 0.080 0.852 -0.030
C 1.278 -0.151 -0.827 -0.625 0.975 0.354 0.064
C 1.795 0.523 -4.136 0.968 0.558 0.129 -0.035
C 0.434 2.480 -0.404 0.804 2.028 -0.980 -0.011
C -4.229 -1.668 6.982 -0.479 -1.056 -0.704 0.006
C -4.995 -3.204 5.235 -0.320 0.630 2.415 0.009
C 4.514 0.032 -4.162 0.518 -0.578 -0.168 -0.041
C -3.326 -1.557 4.809 1.361 0.416 -2.058 -0.247
C 0.471 0.194 0.297 0.843 -0.728 -0.986 -0.213
C 1.685 0.864 -1.724 -0.289 -1.039 1.698 -0.232
C 2.491 0.551 -2.909 1.765 -0.603 -0.919 -0.114
C 0.071 1.507 0.490 -0.474 -0.413 0.502 -0.224
C -5.086 -2.735 6.593 0.852 1.005 -0.656 -0.065
C 3.924 0.273 -2.906 -1.986 0.503 -1.248 -0.078
N -0.748 1.467 1.607 -1.107 0.710 0.775 0.145
C -6.142 -3.225 7.601 1.071 -0.338 -0.512 -0.558
C 4.504 1.102 -0.521 0.131 0.086 0.775 -0.027
C 5.058 -1.256 -1.255 0.056 1.178 -0.459 0.007
C 4.870 0.218 -1.724 0.458 0.416 1.252 -0.543
H 6.169 1.661 -2.294 -0.441 -0.487 0.133 0.109
H 1.879 0.349 -6.240 -0.194 0.041 -0.441 0.092
H 4.353 -0.162 -6.295 -0.014 0.211 -0.077 0.098
H -2.743 -0.247 6.411 0.154 0.147 -0.174 0.123
H -3.884 -3.116 3.432 -0.102 0.262 -0.408 0.123
H 1.667 2.971 -2.130 -0.280 -0.127 0.146 0.123
H 1.507 -1.189 -0.999 0.178 -0.139 -0.085 0.119
H 0.751 0.791 -4.216 -0.183 -0.195 0.503 0.115
H 0.100 3.526 -0.297 0.167 -0.611 0.085 0.115
H -4.186 -1.303 7.981 -0.372 0.040 0.727 0.109
H -5.677 -3.965 4.932 -0.134 -0.588 -0.289 0.110
H 5.553 -0.335 -4.192 -0.484 0.601 0.176 0.123
H -1.251 2.278 2.009 0.534 -1.110 -0.435 0.174
H 4.261 2.123 -0.834 0.080 -0.051 -0.125 0.086
H 5.362 1.180 0.218 -0.898 -0.358 -1.026 0.112
H 3.625 0.736 0.004 0.017 -0.040 0.130 0.067
H 4.156 -1.580 -0.763 -0.519 -0.215 -0.076 0.074
H 5.297 -1.905 -2.102 0.072 0.039 0.250 0.090
H 5.820 -1.255 -0.491 0.506 -0.171 0.022 0.082
```
Positions in Å, forces in eV/Å.

E_HOMO in eV: -8.55
SMILES: CC(C)(O)c1ccccc1-c1ccc2[nH]c(C#Cc3ccc(C(F)(F)F)cc3)nc2c1
Energy relative to the best compared isomer or geometry (same formula, charge and spin) in eV: 0.295
Gap between HOMO and LUMO in eV: 8.3



Computed values of calculated total energy (unit: Eh) for the preceding records, in sequence: -5322.953391; -1448.383965.